11
Properties=species:S:1:pos:R:3 method="wB97M-V/def2-TZVPD" e_tot_ha=-359.6347 homo_lumo_gap_ev=10.61 charge=0
C 0.47 -0.09 -0.83
C -1.03 0.31 0.30
N -1.14 -0.74 1.12
O 1.39 -0.46 0.22
O 0.63 1.24 -1.42
O -1.49 1.40 0.28
H 0.64 -0.87 -1.64
H 2.27 -0.60 -0.13
H -0.36 -1.47 0.92
H -1.28 -0.51 2.08
H -0.09 1.80 -0.88